(1)
Computed, not measured: an isolated ion of composition C6H14NO and charge -1 at a distorted geometry, with ωB97M-V/def2-TZVPD.

Output
Energy relative to the best compared isomer or geometry (same formula, charge and spin) = 2.667 eV
SMILES = CCCCNCC[O-]
HOMO-LUMO gap = 5.08 eV
HOMO level = -1.850 eV

The geometry in ORCA input format:
```
! wB97M-V def2-TZVPD RIJCOSX def2/J DEFGRID3
* xyz -1 1
C 1.9070 2.7847 -2.3891
C 1.2614 1.4189 -2.0323
C 1.7032 0.7409 -0.6297
C 0.4695 0.6558 0.3169
N -0.1743 -0.6552 0.1852
C -0.7976 -0.9668 1.5074
C -1.8115 -2.1848 1.2144
O -2.7620 -2.2210 2.1090
H 2.9280 2.7322 -2.2869
H 1.5181 3.2185 -3.2766
H 1.4509 3.4706 -1.5038
H 0.1197 1.5395 -2.0653
H 1.3951 0.6932 -2.7289
H 2.4843 1.3596 -0.1812
H 2.2393 -0.2012 -0.7549
H -0.2187 1.4900 0.3664
H 0.7438 0.7382 1.3495
H -0.8867 -0.7039 -0.6113
H 0.0483 -1.3410 2.1598
H -1.2781 -0.2752 2.0897
H -2.3671 -2.0079 0.2745
H -1.2527 -3.0515 1.0752
*
```

***

(2)
Computed, not measured: one molecule with the formula C5H10O2, with ωB97M-V/def2-TZVPD.

Output
Energy relative to the best compared isomer or geometry (same formula, charge and spin) = 3.112 eV
SMILES = COCC[C@@H]1CO1
HOMO-LUMO gap = 10.75 eV
HOMO level = -9.787 eV

The geometry in ORCA input format:
```
! wB97M-V def2-TZVPD RIJCOSX def2/J DEFGRID3
* xyz 0 1
C 1.8566 0.0896 -0.5818
O 1.2215 1.3167 -0.2784
C -0.0935 1.5062 -0.7724
C -1.0398 0.3458 -0.4154
C -0.6094 -0.2802 0.9017
C -0.8645 -1.6855 1.2181
O -1.5967 -0.6463 1.8508
H 1.1592 -0.7076 -0.8734
H 2.5893 0.2250 -1.3852
H 2.3766 -0.2558 0.3222
H -0.4425 2.4262 -0.2907
H -0.0855 1.6871 -1.8581
H -2.0685 0.7112 -0.3219
H -1.0474 -0.4009 -1.2188
H 0.2634 0.2013 1.3401
H -0.1688 -2.2467 1.8437
H -1.4499 -2.2861 0.5197
*
```

***

(3)
Computed, not measured: a 2-piece molecular cluster, C4H12NOS overall at a distorted geometry, with ωB97M-V/def2-TZVPD.

Output
Energy relative to the best compared isomer or geometry (same formula, charge and spin) = 0.571 eV
HOMO-LUMO gap = 6.25 eV
HOMO level = -2.638 eV

The geometry in ORCA input format:
```
! wB97M-V def2-TZVPD RIJCOSX def2/J DEFGRID3
* xyz -1 1
C -2.3370 -0.3359 0.7039
N -1.4147 0.2412 -0.2436
C -0.0649 -0.3816 -0.2987
C 0.8806 0.4920 -1.1106
S 2.6394 0.0928 -0.6950
C -0.0798 -1.8353 -0.7678
H -2.0657 -0.0271 1.7177
H -3.3428 0.0503 0.5164
H -2.3552 -1.4289 0.7962
H -1.7598 0.1057 -1.1911
H 0.3640 -0.4405 0.7012
H 0.7523 0.2765 -2.1753
H 0.7229 1.5311 -0.8211
H -0.4007 -2.0246 -1.8030
H -0.8398 -2.3822 -0.1865
H 0.9011 -2.2602 -0.5688
H 2.2983 2.4920 2.3304
H 3.2205 2.6776 1.1596
O 2.8814 3.1571 1.9358
*
```

***

(4)
Computed, not measured: one molecule with the formula C4H10O2 at a distorted geometry, with ωB97M-V/def2-TZVPD.

Output
Energy relative to the best compared isomer or geometry (same formula, charge and spin) = 2.972 eV
HOMO-LUMO gap = 9.29 eV
HOMO level = -8.838 eV

The geometry in ORCA input format:
```
! wB97M-V def2-TZVPD RIJCOSX def2/J DEFGRID3
* xyz 0 1
C 1.2704 0.6297 -0.9300
C 0.0075 0.3796 0.0198
C 0.4756 0.4919 1.4851
O -1.1290 1.0946 -0.2341
C -0.2795 -1.0050 -0.4486
O -1.9447 -1.1723 0.0912
H 0.9885 0.6807 -1.9900
H 1.6313 1.6033 -0.6187
H 2.1176 -0.0818 -0.8327
H 1.3686 -0.1143 1.6836
H 0.7118 1.5407 1.7031
H -0.3178 0.1857 2.1757
H -1.9275 0.0167 -0.0016
H -0.4493 -1.0350 -1.5199
H 0.3826 -1.7882 -0.0585
H -2.5824 -1.4584 -0.5969
*
```

***

(5)
Computed, not measured: C12H23N2O3P2W as an isolated structure at a distorted geometry, with ωB97M-V/def2-TZVPD.

Output
Energy relative to the best compared isomer or geometry (same formula, charge and spin) = 0.000 eV
<S²> = 2.030
HOMO-LUMO gap (alpha / beta) = 5.31 / 5.50 eV
HOMO level (alpha / beta) = -18.301 / -18.301 eV

The geometry in ORCA input format:
```
! wB97M-V def2-TZVPD RIJCOSX def2/J DEFGRID3
* xyz 3 3
W -0.3847 -0.7668 0.3499
P 1.9867 -0.9458 0.3622
C 1.9418 -1.3112 -1.4147
C 0.8587 -1.8280 -2.2004
N -0.3657 -1.5787 -1.6046
C -1.5087 -1.6302 -2.3192
C -1.5736 -2.4488 -3.4420
C -0.3736 -2.8177 -4.0515
C 0.8071 -2.3568 -3.5102
C -2.6033 -0.8375 -1.6591
P -2.0616 0.6570 -0.6579
H 1.7204 -2.4288 -4.0975
H -2.5361 -2.7525 -3.8431
H -0.3723 -3.4494 -4.9331
H -3.3142 -0.4158 -2.3737
H -3.1781 -1.4762 -0.9838
H 3.6422 2.7574 -2.9165
H 2.6247 -0.6840 -1.9955
H 0.2376 5.6350 -2.0832
O 3.7606 2.5488 -3.8339
H 2.9114 2.5590 -4.2266
H -0.1458 0.7628 -0.1280
O 0.4247 5.5165 -1.1660
H 0.6209 4.5627 -1.1081
C -2.2060 2.0304 -1.8647
H -3.2389 2.0963 -2.2247
H -2.0062 3.0259 -1.4489
H -1.5996 1.8601 -2.7560
C -3.4856 1.0501 0.3833
H -3.3009 1.9695 0.9552
H -4.3894 1.2049 -0.2282
H -3.6731 0.2334 1.0894
C 2.3777 -2.5675 1.1311
H 3.4611 -2.7337 1.2410
H 1.9227 -2.6523 2.1283
H 1.9685 -3.3688 0.4971
C 3.3256 0.2546 0.8220
H 3.1880 0.6654 1.8411
H 4.3512 -0.1583 0.8044
H 3.3575 1.1399 0.1597
O -1.2409 -0.3823 4.6393
C -1.0696 -0.4344 3.4632
N -0.8617 -0.5040 2.2623
*
```

***

(6)
Computed, not measured: one molecule with the formula C3H6N2O, with ωB97M-V/def2-TZVPD.

Output
Energy relative to the best compared isomer or geometry (same formula, charge and spin) = 1.279 eV
SMILES = [H]/N=C(/C=O)NC
HOMO-LUMO gap = 9.73 eV
HOMO level = -9.368 eV

The geometry in ORCA input format:
```
! wB97M-V def2-TZVPD RIJCOSX def2/J DEFGRID3
* xyz 0 1
H -0.4403 -1.6459 -1.1466
N -1.1920 -1.0164 -0.8641
C -0.7686 -0.0324 -0.1623
C -1.8358 0.9315 0.2991
O -1.5940 1.9035 0.9773
N 0.4745 0.3276 0.2515
C 1.6872 -0.4149 0.0188
H -2.8521 0.6600 -0.0403
H 0.4996 1.1580 0.8284
H 2.1130 -0.7993 0.9529
H 2.4386 0.1980 -0.4901
H 1.4699 -1.2699 -0.6243
*
```